Formula: C17H23I2N4OPt
Source: the OMol25 dataset
Level of theory: the ωB97M-V functional and the def2-TZVPD basis

## Properties
HOMO-LUMO gap (spin up / spin down): 4.4 / 4.4 eV
E_tot: -1669.5016 Eh
total charge: +3

Element x y z (Å)
1 Pt 0.5850 0.5211 0.7746
2 I -3.2945 6.8266 -0.7349
3 C -2.3379 5.0739 -0.8027
4 C -1.9174 4.5403 -2.0348
5 C -1.2477 3.3512 -2.0660
6 I -0.6550 2.5187 -3.8146
7 C -0.9074 2.6496 -0.7777
8 O -0.1707 1.6687 -0.8330
9 C -1.4719 3.1793 0.4934
10 C -1.3648 2.4029 1.7874
11 N 0.0483 2.0252 2.0558
12 C 0.3667 1.5385 3.4383
13 C 0.2571 0.0404 3.5383
14 C -0.0573 -0.6048 4.7145
15 C -0.0402 -1.9934 4.7509
16 C 0.2696 -2.6932 3.5955
17 C 0.5512 -1.9898 2.4417
18 N 0.5648 -0.6510 2.4119
19 C -2.1207 4.3537 0.4497
20 H -2.1321 5.0743 -2.9511
21 H -1.7606 3.0169 2.5987
22 H -1.9607 1.4895 1.7330
23 H 0.6115 2.8647 1.9275
24 H 1.4134 1.7987 3.6095
25 H -0.2321 2.0523 4.1901
26 H -0.3003 -0.0289 5.5972
27 H -0.2718 -2.5194 5.6675
28 H 0.2835 -3.7736 3.5763
29 H 0.7660 -2.5166 1.5244
30 H -2.5332 4.7887 1.3520
31 C 2.5244 -0.1431 -3.0145
32 C 3.4754 -0.4809 -1.8722
33 C 4.5086 0.6262 -1.7075
34 C 4.1522 -1.8267 -2.1322
35 N 2.7346 -0.5324 -0.5626
36 N 1.3215 -0.8224 -0.5729
37 H 3.1140 -0.0073 -3.9198
38 H 1.9927 0.7982 -2.8391
39 H 1.8137 -0.9451 -3.2406
40 H 5.1628 0.6590 -2.5782
41 H 5.1331 0.4487 -0.8314
42 H 4.0247 1.5966 -1.5944
43 H 4.6618 -1.8207 -3.0951
44 H 3.4266 -2.6442 -2.1443
45 H 4.9012 -2.0387 -1.3672
46 H 3.1913 -1.1229 0.1228
47 H 1.1339 -1.8212 -0.4632
48 H 0.9894 -0.5983 -1.5126